This record from the Open Molecules 2025 dataset describes 2 unconnected molecules or ions with the total composition C3H3NS2 at a distorted geometry. The level of theory is ωB97M-V/def2-TZVPD.

The geometry in XYZ format:
```
9
Properties=species:S:1:pos:R:3:forces:R:3
C -0.507 -0.599 0.936 1.9 1.5 2.1
C -1.916 0.798 -1.475 -0.4 0.9 -0.7
C 1.944 -0.208 0.783 -0.6 -2.3 2.5
N 0.695 -0.509 0.957 0.3 -0.5 -0.9
S -2.653 1.170 -0.186 -0.3 -0.1 1.0
S -1.333 0.739 -2.902 0.6 -0.6 -0.4
H -1.186 -1.249 0.507 -0.8 -1.3 -1.0
H 2.830 -0.613 1.304 -1.3 -0.1 0.1
H 2.127 0.472 0.075 0.6 2.6 -2.7
```
Forces are in eV/Å.

Values from the calculation:
**HOMO-LUMO gap**: 7.47 eV
**Molecular weight**: 117.20 g mol⁻¹
**Relative energy (zero: lowest compared OMol25 entry of this formula, charge and spin)**: 2.779 eV
**HOMO level**: -7.699 eV
**E**: -26316.509 eV